C4H57O28PS | the ωB97M-V functional and the def2-TZVPD basis

Bonds (Å) are listed after each position.
Geometry (Å):
1 C -0.691 -0.287 2.949  C2 1.403, H10 1.112, H11 1.113
2 C -0.599 -1.587 2.431  C1 1.403, C3 1.537, H12 1.116
3 C 0.160 -1.972 1.151  C2 1.537, O4 1.477, H13 1.108, H14 1.114
4 O -0.809 -1.798 0.049  C3 1.477, C5 1.370
5 C -0.409 -0.747 -0.734  O4 1.370, O6 1.200, O7 1.382
6 O -0.998 0.298 -0.702  C5 1.200
7 O 0.670 -1.032 -1.549  C5 1.382, P8 1.693
8 P 1.565 0.354 -1.930  O7 1.693, S9 1.947, H15 1.425, H16 1.415
9 S 2.601 1.047 -0.434  P8 1.947
10 H 0.092 0.237 3.539  C1 1.112
11 H -1.651 0.254 2.791  C1 1.113
12 H -1.156 -2.400 2.956  C2 1.116
13 H 0.453 -3.040 1.196  C3 1.108
14 H 1.064 -1.348 0.966  C3 1.114
15 H 2.499 -0.061 -2.923  P8 1.425
16 H 0.802 1.379 -2.539  P8 1.415
17 O -2.518 0.915 5.097  H18 0.968, H19 0.965
18 H -2.821 1.608 5.701  O17 0.968
19 H -2.691 0.097 5.577  O17 0.965
20 O -2.004 2.615 1.607  H21 0.968, H22 0.965
21 H -1.695 1.811 1.165  O20 0.968
22 H -2.637 2.296 2.262  O20 0.965
23 O -4.658 2.323 6.129  H24 0.964, H25 0.969
24 H -4.530 3.278 6.074  O23 0.964
25 H -5.482 2.167 5.646  O23 0.969
26 O 4.092 -2.530 -0.476  H27 0.964, H28 0.965
27 H 3.643 -1.677 -0.515  O26 0.964
28 H 4.721 -2.433 0.250  O26 0.965
29 O 2.135 -4.668 1.731  H30 0.962, H31 0.964
30 H 2.016 -5.621 1.668  O29 0.962
31 H 2.247 -4.391 0.814  O29 0.964
32 O 1.270 -3.418 -3.817  H33 0.966, H34 0.968
33 H 0.945 -2.733 -3.218  O32 0.966
34 H 1.086 -4.248 -3.355  O32 0.968
35 O -1.225 -5.043 -5.035  H36 0.966, H37 0.964
36 H -0.472 -4.557 -4.673  O35 0.966
37 H -1.947 -4.404 -5.032  O35 0.964
38 O 1.488 3.773 1.312  H39 0.967, H40 0.965
39 H 1.831 2.982 0.874  O38 0.967
40 H 0.817 3.435 1.918  O38 0.965
41 O -1.916 4.880 -0.245  H42 0.968, H43 0.967
42 H -2.009 4.043 0.233  O41 0.968
43 H -1.386 5.438 0.342  O41 0.967
44 O -1.848 4.340 -3.068  H45 0.963, H46 0.968
45 H -1.291 3.581 -2.864  O44 0.963
46 H -2.210 4.604 -2.210  O44 0.968
47 O -3.691 -1.950 3.754  H48 0.967, H49 0.963
48 H -3.540 -0.996 3.717  O47 0.967
49 H -4.512 -2.078 3.267  O47 0.963
50 O 5.732 0.348 0.859  H51 0.965, H52 0.966
51 H 4.987 0.343 0.245  O50 0.965
52 H 6.156 1.202 0.710  O50 0.966
53 O -0.970 -4.605 1.964  H54 0.966, H55 0.964
54 H -1.230 -4.508 1.039  O53 0.966
55 H -0.664 -5.518 2.027  O53 0.964
56 O -0.730 7.357 0.477  H57 0.965, H58 0.967
57 H 0.054 7.730 0.898  O56 0.965
58 H -0.632 7.598 -0.455  O56 0.967
59 O 0.644 9.965 0.631  H60 0.964, H61 0.964
60 H 1.421 10.448 0.933  O59 0.964
61 H -0.066 10.617 0.657  O59 0.964
62 O -0.833 -8.302 -4.905  H63 0.969, H64 0.963
63 H -0.721 -7.341 -4.941  O62 0.969
64 H -1.633 -8.461 -5.417  O62 0.963
65 O -0.032 7.138 -2.817  H66 0.967, H67 0.963
66 H -0.157 6.179 -2.855  O65 0.967
67 H 0.052 7.400 -3.739  O65 0.963
68 O -2.235 7.539 3.111  H69 0.963, H70 0.967
69 H -2.367 6.585 3.126  O68 0.963
70 H -2.173 7.750 2.169  O68 0.967
71 O 7.424 3.179 0.518  H72 0.964, H73 0.964
72 H 8.177 3.529 1.007  O71 0.964
73 H 7.577 3.465 -0.389  O71 0.964
74 O 3.395 -5.524 -0.569  H75 0.965, H76 0.970
75 H 3.590 -4.810 -1.189  O74 0.965
76 H 3.851 -6.292 -0.946  O74 0.970
77 O 1.216 -6.215 -4.788  H78 0.966, H79 0.966
78 H 1.432 -5.510 -5.410  O77 0.966
79 H 1.227 -7.016 -5.328  O77 0.966
80 O 0.997 0.989 -4.797  H81 0.965, H82 0.965
81 H 0.879 0.032 -4.819  O80 0.965
82 H 1.107 1.227 -5.726  O80 0.965
83 O -6.856 2.426 4.197  H84 0.965, H85 0.964
84 H -6.733 3.381 4.130  O83 0.965
85 H -7.679 2.262 3.723  O83 0.964
86 O 4.302 -7.058 -2.634  H87 0.965, H88 0.964
87 H 3.637 -7.088 -3.334  O86 0.965
88 H 4.880 -7.807 -2.822  O86 0.964
89 O -3.954 -5.495 1.068  H90 0.966, H91 0.963
90 H -3.200 -5.021 1.442  O89 0.966
91 H -4.674 -4.855 1.102  O89 0.963

Orbital gap = 7.290 eV
E_LUMO = -0.011 Eh
Max |F| = 3.0 eV/A
Molar mass = 616.5 g/mol

Atomic partial charges in e from the Löwdin method, atoms 1 to 8: atom 1 (C): 0.02, atom 2 (C): -0.09, atom 3 (C): -0.15, atom 4 (O): 0.01, atom 5 (C): -0.62, atom 6 (O): 0.14, atom 7 (O): -0.22, atom 8 (P): 0.46